Molecular formula: C36H38Br3N5O3PPbS2Te
Method: DFT, the ωB97M-V functional and the def2-TZVPD basis

Calculated values
LUMO energy (eV): 2.0192
Orbital gap (eV): 6.57

Geometry as ORCA input:
```
! RIJCOSX wB97M-V def2-TZVPD def2/J DEFGRID3
* xyz -1 1
Pb 0.687 -0.104 0.404
C -0.021 -4.054 0.443
C -1.239 -3.381 1.011
C -2.515 -3.984 0.923
C -3.589 -3.360 1.482
C -3.428 -2.122 2.148
C -4.469 -1.420 2.806
Br -6.247 -2.098 2.812
C -4.205 -0.242 3.443
C -2.917 0.301 3.440
Br -2.631 1.945 4.341
C -1.820 -0.284 2.792
O -0.663 0.221 2.744
C -2.127 -1.573 2.160
N -1.077 -2.217 1.591
H -0.086 -5.140 0.535
H 0.875 -3.715 0.956
H 0.104 -3.819 -0.618
H -2.627 -4.940 0.426
H -4.575 -3.804 1.432
H -4.999 0.285 3.954
N 0.214 8.228 2.810
C 0.865 7.357 1.933
C 1.934 6.578 2.377
C 2.598 5.737 1.503
C 2.206 5.656 0.173
C 1.163 6.452 -0.283
C 0.494 7.292 0.591
S 3.013 4.519 -0.913
O 4.326 4.310 -0.358
O 2.893 5.083 -2.241
N 2.207 3.164 -0.751
C 1.132 2.904 -1.499
S 0.520 3.831 -2.868
C -0.792 2.719 -3.038
C -0.679 1.736 -2.127
N 0.390 1.829 -1.271
H 0.284 7.978 3.783
H -0.727 8.471 2.548
H 2.239 6.632 3.416
H 3.428 5.133 1.846
H 0.880 6.413 -1.326
H -0.322 7.907 0.231
H -1.551 2.840 -3.790
H -1.360 0.903 -2.014
C 3.106 -7.200 1.327
C 3.140 -5.770 0.856
C 3.321 -4.723 1.746
C 3.357 -3.396 1.327
C 3.524 -2.325 2.365
C 3.213 -3.094 -0.037
Te 3.336 -1.080 -0.691
C 3.009 -4.144 -0.950
C 2.799 -3.941 -2.428
C 2.984 -5.457 -0.485
H 3.236 -7.261 2.407
H 3.899 -7.789 0.862
H 2.157 -7.679 1.077
H 3.429 -4.939 2.804
H 3.571 -2.763 3.362
H 2.687 -1.624 2.332
H 4.423 -1.730 2.189
H 2.696 -2.891 -2.682
H 1.900 -4.467 -2.762
H 3.642 -4.342 -2.996
H 2.827 -6.258 -1.201
C 1.074 3.054 2.636
P 2.039 1.552 2.310
C 3.730 2.118 1.986
C 2.163 0.809 3.966
H 1.569 3.666 3.394
H 0.085 2.750 2.985
H 0.975 3.628 1.714
H 4.152 2.577 2.885
H 3.744 2.830 1.162
H 4.340 1.263 1.691
H 2.511 1.568 4.672
H 2.871 -0.017 3.963
H 1.180 0.445 4.264
Br -0.885 -3.816 -6.350
C -0.612 -2.851 -4.749
C -1.452 -3.057 -3.670
C -1.198 -2.324 -2.519
N -0.198 -1.456 -2.403
C 0.588 -1.270 -3.459
C 0.425 -1.943 -4.662
H -2.272 -3.759 -3.715
H -1.834 -2.452 -1.649
H 1.398 -0.560 -3.332
H 1.092 -1.762 -5.492
*
```

---

Molecular formula: C35H76IN6O2
Method: DFT, the ωB97M-V functional and the def2-TZVPD basis

Calculated values
LUMO energy (eV): -3.4077
Orbital gap (eV): 5.61

Geometry as ORCA input:
```
! RIJCOSX wB97M-V def2-TZVPD def2/J DEFGRID3
* xyz 1 1
C -1.817 -2.807 -2.995
C -0.600 -2.583 -2.260
C 0.708 -2.386 -3.122
N 0.639 -2.249 -4.566
C 1.944 -2.083 -5.138
C 2.235 -1.873 -6.691
C 1.925 -3.146 -7.622
C 0.619 -3.986 -7.222
I 1.035 -5.540 -5.702
N 2.880 -2.109 -4.021
C 2.198 -2.282 -2.750
C 2.722 -2.336 -1.247
C 4.045 -3.252 -1.156
C 3.880 -4.256 0.096
O 2.877 -4.984 0.284
O 4.987 -4.321 1.023
H -1.739 -3.247 -4.058
H -2.834 -2.530 -2.561
H -0.609 -2.566 -1.108
H -0.219 -2.248 -5.129
H 1.663 -0.935 -7.020
H 3.363 -1.641 -6.783
H 2.827 -3.858 -7.750
H 1.723 -2.725 -8.683
H 0.317 -4.585 -8.165
H -0.293 -3.358 -6.946
H 3.908 -2.009 -4.121
H 2.959 -1.308 -0.792
H 1.890 -2.830 -0.617
H 4.241 -3.833 -2.134
H 4.941 -2.548 -1.019
H 5.712 -4.752 0.496
C -4.022 0.840 0.486
C -2.575 0.740 0.019
N -1.974 2.028 -0.306
C -0.713 1.913 -1.031
C 0.462 1.258 -0.309
C -2.000 3.037 0.749
C -1.350 2.686 2.086
H -4.634 1.383 -0.239
H -4.446 -0.161 0.599
H -4.102 1.340 1.454
H -2.573 0.113 -0.881
H -1.993 0.198 0.777
H -0.404 2.905 -1.381
H -0.903 1.343 -1.949
H 0.887 1.915 0.451
H 1.262 1.045 -1.027
H 0.187 0.310 0.161
H -3.046 3.301 0.942
H -1.556 3.966 0.374
H -1.629 1.691 2.441
H -1.669 3.403 2.848
H -0.262 2.744 2.035
C -3.578 1.253 5.330
C -3.746 -0.014 4.499
N -2.785 -1.065 4.826
C -2.746 -2.142 3.841
C -4.004 -2.991 3.669
C -2.744 -1.493 6.222
C -4.039 -2.010 6.845
H -2.554 1.631 5.270
H -4.246 2.033 4.954
H -3.829 1.087 6.381
H -3.608 0.273 3.450
H -4.781 -0.368 4.592
H -1.901 -2.804 4.062
H -2.505 -1.699 2.867
H -4.147 -3.676 4.505
H -3.912 -3.606 2.768
H -4.905 -2.383 3.555
H -2.392 -0.649 6.827
H -1.964 -2.252 6.347
H -4.898 -1.374 6.620
H -3.935 -2.040 7.934
H -4.265 -3.027 6.522
C 6.910 -0.380 -8.845
C 5.730 -0.500 -9.801
N 4.666 0.466 -9.544
C 3.422 0.163 -10.246
C 3.442 0.206 -11.773
C 5.058 1.874 -9.544
C 5.722 2.426 -10.804
H 6.581 -0.431 -7.803
H 7.611 -1.201 -9.015
H 7.460 0.553 -8.992
H 5.323 -1.511 -9.680
H 6.098 -0.435 -10.833
H 2.630 0.828 -9.884
H 3.101 -0.842 -9.943
H 3.476 1.229 -12.148
H 2.524 -0.243 -12.164
H 4.281 -0.351 -12.194
H 5.741 2.037 -8.703
H 4.187 2.493 -9.304
H 6.502 1.768 -11.192
H 6.194 3.387 -10.577
H 4.996 2.611 -11.596
C -0.620 4.376 11.318
C -2.107 4.096 11.140
N -2.500 3.876 9.752
C -3.944 3.910 9.544
C -4.785 2.829 10.220
C -1.791 2.816 9.042
C -1.836 1.410 9.635
H -0.296 5.206 10.685
H -0.415 4.647 12.357
H -0.009 3.500 11.084
H -2.644 4.971 11.522
H -2.391 3.252 11.783
H -4.155 3.900 8.468
H -4.311 4.884 9.889
H -4.674 1.862 9.727
H -5.844 3.095 10.159
H -4.540 2.712 11.278
H -0.740 3.110 8.951
H -2.145 2.772 8.006
H -1.647 1.399 10.710
H -1.065 0.791 9.165
H -2.793 0.921 9.444
*
```

---

Molecular formula: C4H9N2O3
Method: DFT, the ωB97M-V functional and the def2-TZVPD basis

Calculated values
Energy above the lowest of the compared OMol25 structures with the same formula, charge and spin (kJ/mol): 529.53
LUMO energy (eV): 3.5000
Orbital gap (eV): 6.92

Geometry as ORCA input:
```
! RIJCOSX wB97M-V def2-TZVPD def2/J DEFGRID3
* xyz -1 1
C 0.149 0.654 1.162
C -0.146 0.509 -0.321
C 1.068 0.158 -1.103
C -0.913 1.651 -0.864
O -1.144 -0.904 -0.221
N -0.309 -2.002 -0.143
N -0.171 -2.526 1.066
O -0.992 -2.432 1.969
O 0.760 -3.398 1.093
H -0.699 0.963 1.614
H 0.644 -0.270 1.550
H 0.909 1.446 1.128
H 1.303 -0.825 -0.898
H 1.899 0.873 -1.013
H 0.957 0.269 -2.173
H -1.420 1.455 -1.770
H -1.602 1.891 -0.083
H -0.294 2.487 -0.995
*
```

---

Molecular formula: C16H8Cl5FNO2Ru
Method: DFT, the ωB97M-V functional and the def2-TZVPD basis

Calculated values
Energy above the lowest of the compared OMol25 structures with the same formula, charge and spin (kJ/mol): 51.90
LUMO energy (eV): -5.5192
Orbital gap (eV): 6.93

Geometry as ORCA input:
```
! RIJCOSX wB97M-V def2-TZVPD def2/J DEFGRID3
* xyz 1 1
Ru -0.174 -0.726 0.168
Cl -1.074 -3.075 -0.108
C 0.128 -2.830 -1.375
C 0.558 -1.506 -1.453
C 1.511 -1.175 -2.415
Cl 2.035 0.443 -2.603
C 2.013 -2.177 -3.248
Cl 3.184 -1.795 -4.431
C 1.562 -3.505 -3.122
Cl 2.185 -4.714 -4.142
C 0.597 -3.853 -2.166
Cl 0.021 -5.448 -1.983
O 1.246 -0.633 1.499
C 1.559 0.600 1.213
C 2.557 1.526 1.808
C 2.223 2.818 1.042
C 1.129 2.451 0.036
O 0.595 3.143 -0.768
N 0.840 1.070 0.241
H 3.563 1.151 1.611
H 2.436 1.593 2.888
H 3.071 3.238 0.505
H 1.829 3.598 1.693
F -4.915 1.901 2.577
C -3.895 1.347 1.922
C -3.113 0.420 2.585
C -2.076 -0.174 1.874
C -1.835 0.225 0.578
C -2.599 1.180 -0.076
C -3.670 1.727 0.609
H -3.337 0.155 3.609
H -1.474 -0.938 2.367
H -2.365 1.501 -1.082
H -4.315 2.461 0.148
*
```

---

Molecular formula: C17H36BO4
Method: DFT, the ωB97M-V functional and the def2-TZVPD basis

Calculated values
LUMO energy (eV): 2.5357
Orbital gap (eV): 4.68

Geometry as ORCA input:
```
! RIJCOSX wB97M-V def2-TZVPD def2/J DEFGRID3
* xyz -1 1
C 1.345 3.906 2.718
C 1.655 4.382 1.176
B 1.522 3.166 0.053
O 2.413 1.991 0.129
C 0.371 3.407 -1.131
C 0.136 2.053 -2.025
C -1.278 1.273 -1.743
C -2.163 1.859 -0.496
C -1.625 1.456 0.997
C -0.730 0.085 1.074
C -0.161 0.004 2.645
C 1.199 -0.918 2.787
C 1.739 -1.021 4.362
O 2.450 -2.275 4.657
C 3.347 -2.674 3.548
C 4.687 -1.826 3.083
O 2.977 -3.803 2.881
H 2.244 3.271 3.172
H 1.243 4.894 3.379
H 0.327 3.329 2.854
H 0.952 5.283 0.854
H 2.761 4.811 1.163
H 1.905 1.270 0.617
H 0.774 4.249 -1.874
H 1.021 1.265 -1.958
H 0.131 2.405 -3.166
H -1.043 0.128 -1.698
H -1.942 1.428 -2.723
H -2.325 3.023 -0.514
H -3.251 1.382 -0.605
H -1.111 2.401 1.503
H -2.597 1.253 1.660
H 0.147 0.017 0.300
H -1.365 -0.915 0.934
H 0.017 1.082 3.086
H -1.021 -0.517 3.280
H 0.926 -1.989 2.341
H 2.028 -0.366 2.128
H 2.398 -0.066 4.645
H 0.808 -0.988 5.108
H 5.314 -2.377 2.232
H 5.443 -1.611 3.963
H 4.292 -0.811 2.598
C -1.931 -3.305 -2.117
C -3.160 -2.735 -2.806
O -2.860 -1.700 -3.738
C -2.007 -2.052 -4.826
C -2.567 -3.164 -5.697
H -1.381 -2.510 -1.596
H -2.221 -4.069 -1.388
H -1.241 -3.765 -2.827
H -3.815 -2.295 -2.048
H -3.741 -3.525 -3.293
H -1.008 -2.305 -4.455
H -1.888 -1.151 -5.438
H -2.700 -4.094 -5.139
H -1.893 -3.368 -6.534
H -3.547 -2.880 -6.097
*
```

---

Molecular formula: CH6NO2
Method: DFT, the ωB97M-V functional and the def2-TZVPD basis

Calculated values
Energy above the lowest of the compared OMol25 structures with the same formula, charge and spin (kJ/mol): 98.41
LUMO energy (eV): 4.8627
Orbital gap (eV): 8.00

Geometry as ORCA input:
```
! RIJCOSX wB97M-V def2-TZVPD def2/J DEFGRID3
* xyz -1 1
N -0.182 0.222 1.296
C -0.420 -1.033 0.412
O -0.365 -0.732 -0.890
H 0.805 0.551 0.938
H -0.758 0.949 1.327
H 0.320 -1.743 0.615
H -1.348 -1.376 0.831
H -0.084 0.705 -1.331
H 1.464 0.984 -1.529
O 0.568 1.472 -1.669
*
```

---

Molecular formula: H2N2O3
Method: DFT, the ωB97M-V functional and the def2-TZVPD basis

Calculated values
Energy above the lowest of the compared OMol25 structures with the same formula, charge and spin (kJ/mol): 158.30
LUMO energy (alpha / beta) (eV): -0.6284 / -0.8778
Orbital gap (alpha / beta) (eV): 8.55 / 8.29

Geometry as ORCA input:
```
! RIJCOSX wB97M-V def2-TZVPD def2/J DEFGRID3
* xyz 0 1
N -0.871 0.684 1.100
N 0.693 -0.397 0.309
O -1.028 1.422 0.217
O -0.248 -1.200 -0.393
O 1.121 0.441 -0.556
H -0.107 -2.135 -0.144
H 0.440 1.184 -0.532
*
```

---

Molecular formula: C4H7NO2
Method: DFT, the ωB97M-V functional and the def2-TZVPD basis

Calculated values
Energy above the lowest of the compared OMol25 structures with the same formula, charge and spin (kJ/mol): 3.74
LUMO energy (eV): 0.7530
Orbital gap (eV): 10.81

Geometry as ORCA input:
```
! RIJCOSX wB97M-V def2-TZVPD def2/J DEFGRID3
* xyz 0 1
C 1.375 1.146 0.042
C 0.212 0.423 -0.609
C 0.155 -1.088 -0.276
N -0.985 -1.137 0.610
C -1.728 0.022 0.564
O -2.813 0.217 1.044
O -1.023 0.961 -0.119
H 1.423 0.909 1.110
H 1.260 2.228 -0.070
H 2.318 0.845 -0.427
H 0.220 0.587 -1.691
H 1.072 -1.415 0.228
H 0.011 -1.705 -1.171
H -1.498 -1.991 0.766
*
```